Computed, not measured: a 2-piece molecular cluster, C7H14O overall in a non-equilibrium geometry, with ωB97M-V/def2-TZVPD.

```
! wB97M-V def2-TZVPD RIJCOSX def2/J DEFGRID3
* xyz -1 2
O -1.67 -1.76 -0.78
C 0.70 -2.53 1.37
C -0.97 2.19 0.26
C 1.31 1.01 -0.12
C 0.04 1.60 -0.67
C -0.30 1.38 -1.93
C 0.85 -1.41 0.42
C 1.06 -0.15 0.78
H 2.06 0.81 -0.95
H 0.65 -1.87 -0.51
H -0.84 1.92 1.30
H -2.48 -1.14 -1.04
H 0.35 1.05 -2.72
H -1.23 1.80 -2.32
H 0.17 -2.41 2.31
H -1.09 3.21 0.21
H 0.23 -3.36 0.78
H 1.77 1.84 0.39
H -1.08 -1.23 -0.12
H 1.68 -2.95 1.61
H -2.00 1.91 -0.11
H 0.82 0.10 1.83
*
```

Calculated values
E_tot ... -9530.019 eV
Orbital gap (alpha / beta) ... 0.103 / 0.344 hartree
Expectation value of S² ... 0.7509
E_HOMO (alpha / beta) ... 1.1436 / -5.5689 eV
Energy above the lowest of the compared OMol25 structures with the same formula, charge and spin ... 1.510 eV

These are the Mulliken partial charges, in e, on atoms 1 to 5:
1 O -0.70
2 C -1.45
3 C -2.33
4 C -1.48
5 C 2.05



Computed, not measured: a 2-piece molecular cluster, C7H14O overall in a non-equilibrium geometry, with ωB97M-V/def2-TZVPD.

```
! wB97M-V def2-TZVPD RIJCOSX def2/J DEFGRID3
* xyz 0 1
O 1.86 -3.30 -2.68
C 0.09 0.48 1.12
C 0.96 -0.48 0.34
C 0.16 0.44 2.46
C -0.67 1.59 0.52
C -2.04 1.20 -0.10
C -0.29 2.85 0.66
C 0.17 -1.35 -0.63
H 0.78 3.07 0.69
H -0.57 -0.72 -1.12
H -0.38 -2.10 -0.07
H 0.62 -0.41 2.95
H -2.00 1.18 -1.18
H -0.35 1.15 3.10
H 0.65 -1.91 -1.44
H 1.52 -1.09 1.06
H 1.75 -4.06 -3.25
H 1.84 0.03 -0.09
H 1.97 -2.54 -3.26
H -2.39 0.30 0.40
H -2.78 1.97 0.14
H -0.90 3.70 0.37
*
```

Calculated values
E_tot ... -9531.699 eV
Orbital gap ... 0.363 hartree
E_HOMO ... -9.1195 eV
Energy above the lowest of the compared OMol25 structures with the same formula, charge and spin ... 2.067 eV
Structure (SMILES) ... C=C(C)C(=C)CC.O

These are the Mulliken partial charges, in e, on atoms 1 to 5:
1 O -0.64
2 C 0.34
3 C -0.48
4 C -0.95
5 C 0.65



Computed, not measured: a 2-piece molecular cluster, C7H14O overall in a non-equilibrium geometry, with ωB97M-V/def2-TZVPD.

```
! wB97M-V def2-TZVPD RIJCOSX def2/J DEFGRID3
* xyz 0 1
O -2.26 -2.93 -0.63
C -0.13 1.94 -0.43
C 1.04 -0.06 0.52
C 1.02 0.95 -0.52
C 0.28 3.36 -0.63
C 1.02 -1.39 0.35
C -1.31 1.42 -0.04
C 0.92 -2.45 1.47
H 0.16 -2.27 2.08
H 0.35 3.83 0.40
H 1.99 1.58 -0.32
H 1.07 0.53 -1.63
H -0.57 3.96 -0.93
H 0.82 -2.02 -0.58
H 1.74 -2.43 2.17
H 0.90 0.42 1.49
H -2.14 2.00 0.16
H 0.77 -3.51 1.03
H 1.23 3.59 -1.22
H -2.06 -2.05 -0.47
H -1.80 -3.28 -1.47
H -1.45 0.46 0.08
*
```

Calculated values
E_tot ... -9530.514 eV
Orbital gap ... 0.360 hartree
E_HOMO ... -8.9589 eV
Energy above the lowest of the compared OMol25 structures with the same formula, charge and spin ... 3.253 eV
Structure (SMILES) ... C=C(C)C/C=C/C.O

These are the Mulliken partial charges, in e, on atoms 1 to 5:
1 O -0.65
2 C 0.87
3 C -0.52
4 C -0.33
5 C -1.26



Computed, not measured: a 3-piece molecular cluster, C7H14O overall in a non-equilibrium geometry, with ωB97M-V/def2-TZVPD.

```
! wB97M-V def2-TZVPD RIJCOSX def2/J DEFGRID3
* xyz 0 1
O 2.49 -0.49 -1.18
C 2.92 0.11 1.09
C -0.56 0.11 -0.38
C -0.59 -0.31 -1.82
C 2.04 -0.27 -0.09
C -0.65 1.58 -0.11
C -0.14 -0.77 0.60
C -2.52 -0.69 0.57
H 2.61 1.09 1.47
H -0.73 -1.38 -1.92
H 3.98 0.13 0.81
H -0.06 -0.45 1.62
H 2.76 -0.62 1.89
H -2.56 -1.68 1.02
H -2.83 0.09 1.26
H -1.37 0.22 -2.36
H 0.13 2.10 -0.67
H -1.61 1.96 -0.46
H 0.37 -0.05 -2.27
H -3.04 -0.65 -0.38
H -0.54 1.81 0.95
H -0.07 -1.83 0.38
*
```

Calculated values
E_tot ... -9528.271 eV
Orbital gap ... 0.242 hartree
E_HOMO ... -6.0451 eV
Energy above the lowest of the compared OMol25 structures with the same formula, charge and spin ... 5.496 eV

These are the Mulliken partial charges, in e, on atoms 1 to 5:
1 O -0.51
2 C -1.16
3 C 1.40
4 C -1.41
5 C 0.55



Computed, not measured: a 2-piece molecular cluster, C7H14O overall in a non-equilibrium geometry, with ωB97M-V/def2-TZVPD.

```
! wB97M-V def2-TZVPD RIJCOSX def2/J DEFGRID3
* xyz 0 1
O -0.26 0.90 -2.06
C 1.43 0.84 0.54
C -0.55 -0.45 -0.45
C -1.85 -0.53 1.90
C -0.66 -0.75 1.30
C 0.18 1.23 -3.31
C 0.35 -1.70 1.88
C -0.04 0.60 0.35
H 1.14 -1.17 2.41
H -0.12 -2.37 2.60
H -2.13 -1.03 2.81
H 1.65 1.22 1.54
H 0.82 -2.31 1.11
H -0.69 1.45 0.51
H 0.15 -1.17 -0.86
H 2.01 -0.06 0.36
H 0.85 2.12 -3.29
H 0.76 0.43 -3.81
H -0.64 1.50 -4.00
H 1.72 1.57 -0.21
H -1.56 -0.46 -0.80
H -2.57 0.16 1.48
*
```

Calculated values
E_tot ... -9528.245 eV
Orbital gap (alpha / beta) ... 0.236 / 0.236 hartree
E_HOMO (alpha / beta) ... -7.0050 / -7.0057 eV
Energy above the lowest of the compared OMol25 structures with the same formula, charge and spin ... 5.521 eV

These are the Mulliken partial charges, in e, on atoms 1 to 5:
1 O -0.62
2 C -1.56
3 C -0.60
4 C -1.04
5 C 1.06



Computed, not measured: an isolated molecule of C7H14O2S in a non-equilibrium geometry, with ωB97M-V/def2-TZVPD.

```
! wB97M-V def2-TZVPD RIJCOSX def2/J DEFGRID3
* xyz 0 1
S 1.41 1.51 -1.34
O 2.04 0.36 -1.96
O 2.23 2.71 -1.13
C -2.38 -0.69 -1.88
C -1.64 -0.34 -0.83
C 0.28 -0.29 0.81
C -0.42 -1.03 -0.43
C 1.64 -0.81 1.13
C 0.56 1.20 0.23
C -0.61 -0.19 2.03
H -0.72 -2.03 -0.14
H 0.22 -1.16 -1.27
H 2.11 -0.09 1.82
H -2.11 0.22 -0.06
H 0.39 1.90 -2.20
H -1.99 -1.34 -2.68
H -0.14 0.43 2.81
H 1.16 1.78 1.00
H -1.66 0.12 1.86
H 2.13 -0.75 0.17
H -0.23 1.87 0.13
H -3.37 -0.37 -2.12
H -0.67 -1.15 2.65
H 1.74 -1.86 1.39
*
```

Calculated values
E_tot ... -22413.779 eV
Orbital gap ... 0.386 hartree
E_HOMO ... -9.8970 eV
Energy above the lowest of the compared OMol25 structures with the same formula, charge and spin ... 3.568 eV
Structure (SMILES) ... C=CCC(C)(C)C[SH](=O)=O

These are the Mulliken partial charges, in e, on atoms 1 to 5:
1 S 0.91
2 O -0.58
3 O -0.62
4 C -1.05
5 C 0.14



Computed, not measured: a 2-piece molecular cluster, C7H14O3 overall in a non-equilibrium geometry, with ωB97M-V/def2-TZVPD.

```
! wB97M-V def2-TZVPD RIJCOSX def2/J DEFGRID3
* xyz 0 1
O -1.16 0.37 0.60
O 2.48 1.82 -0.14
O 0.24 -2.18 0.68
C -0.74 1.39 -0.36
C 2.57 -0.40 -1.26
C 1.98 0.97 0.88
C 0.41 0.94 -1.23
C -2.13 1.40 -1.00
C -2.49 0.33 0.04
C 1.70 0.58 -0.52
H 1.96 -1.17 -1.74
H 3.30 -0.86 -0.58
H 2.74 0.38 1.41
H -2.72 -0.67 -0.36
H 3.11 0.10 -2.08
H 0.09 0.08 -1.84
H -3.24 0.62 0.78
H -0.48 2.31 0.18
H -2.68 2.34 -0.91
H -2.15 1.06 -2.04
H -0.61 -1.82 1.01
H 1.17 1.39 1.48
H 0.63 1.75 -1.94
H 0.78 -2.35 1.46
*
```

Calculated values
E_tot ... -13626.331 eV
Orbital gap ... 0.388 hartree
E_HOMO ... -9.7331 eV
Energy above the lowest of the compared OMol25 structures with the same formula, charge and spin ... 2.852 eV
Structure (SMILES) ... C[C@@]1(C[C@H]2CCO2)CO1.O

These are the Mulliken partial charges, in e, on atoms 1 to 5:
1 O -0.40
2 O -0.54
3 O -0.60
4 C 0.04
5 C -1.52



Computed, not measured: C7H14OPTi as an isolated structure in a non-equilibrium geometry, with ωB97M-V/def2-TZVPD.

```
! wB97M-V def2-TZVPD RIJCOSX def2/J DEFGRID3
* xyz 0 2
Ti -1.33 -1.39 1.02
P -0.21 -3.32 0.15
O 0.26 -0.77 1.98
C 0.77 1.57 -2.34
C -1.52 1.21 -2.67
C 0.58 1.28 3.14
C -1.01 0.06 -1.97
C -0.45 2.13 -2.79
C 0.43 0.28 -1.81
C 0.51 0.63 1.75
H 1.45 0.73 1.20
H -0.04 -4.53 0.89
H -0.34 0.98 1.15
H -0.98 -3.93 -0.89
H 0.80 -1.16 2.68
H 1.14 -0.44 -1.39
H 1.09 -3.42 -0.43
H 1.49 0.96 3.67
H 0.62 2.36 3.03
H -0.56 3.13 -3.22
H 1.74 2.05 -2.30
H -1.58 -0.84 -1.65
H -0.31 1.04 3.74
H -2.57 1.38 -2.93
*
```

Calculated values
E_tot ... -41930.117 eV
Orbital gap (alpha / beta) ... 0.177 / 0.176 hartree
Expectation value of S² ... 0.7633
E_HOMO (alpha / beta) ... -5.8857 / -5.8799 eV
Energy above the lowest of the compared OMol25 structures with the same formula, charge and spin ... 0.000 eV

These are the Mulliken partial charges, in e, on atoms 1 to 5:
1 Ti 0.46
2 P -0.18
3 O -0.44
4 C -1.10
5 C -1.05



Computed, not measured: C7H14P4 as an isolated structure in a non-equilibrium geometry, with ωB97M-V/def2-TZVPD.

```
! wB97M-V def2-TZVPD RIJCOSX def2/J DEFGRID3
* xyz 0 1
P 0.17 1.98 1.19
P 3.59 -0.45 -1.33
P -0.66 1.85 -1.46
P 1.47 -0.69 0.80
C -0.86 -2.17 -0.34
C -0.42 -1.04 0.38
C -2.22 -1.89 -0.71
C -1.37 1.47 0.22
C -2.62 -0.69 -0.23
C -1.59 -0.05 0.55
C 3.17 -0.01 0.44
H -2.35 1.95 0.46
H 3.18 1.06 0.48
H -2.88 -2.52 -1.27
H -0.33 3.29 1.77
H -3.62 -0.28 -0.37
H -0.04 1.31 2.42
H 1.45 -0.66 2.14
H 0.10 0.80 -1.23
H -0.50 -3.18 -0.48
H -2.01 -0.12 1.66
H 4.98 -0.03 -1.23
H -1.68 1.10 -2.21
H 3.19 0.89 -2.01
H 1.87 -1.92 0.37
*
```

Calculated values
E_tot ... -44634.250 eV
Orbital gap (alpha / beta) ... 0.278 / 0.278 hartree
E_HOMO (alpha / beta) ... -7.9189 / -7.9199 eV
Energy above the lowest of the compared OMol25 structures with the same formula, charge and spin ... 1.371 eV

These are the Mulliken partial charges, in e, on atoms 1 to 5:
1 P -0.26
2 P -0.11
3 P -0.05
4 P 0.03
5 C -0.62



Computed, not measured: C7H14PRuS as an isolated structure in a non-equilibrium geometry, with ωB97M-V/def2-TZVPD.

```
! wB97M-V def2-TZVPD RIJCOSX def2/J DEFGRID3
* xyz 0 6
Ru 0.26 0.02 -0.33
S -1.22 0.02 1.45
P 1.91 1.41 0.38
C -0.31 0.29 3.00
C -2.53 -1.23 1.59
C 1.52 0.12 -2.21
C -0.36 -1.27 -2.20
C 0.34 0.95 -2.38
C -0.81 0.10 -2.37
C 1.07 -1.24 -2.07
H -1.84 0.40 -2.50
H -0.50 -0.48 3.74
H 3.22 1.00 0.05
H 1.71 -2.10 -1.93
H 0.76 0.42 2.79
H -2.25 -2.13 2.14
H 2.55 0.46 -2.20
H -1.00 -2.14 -2.17
H -3.38 -0.75 2.09
H -2.84 -1.50 0.57
H 0.34 2.02 -2.51
H 2.09 1.66 1.76
H -0.69 1.24 3.40
H 1.95 2.74 -0.10
*
```

Calculated values
E_tot ... -30184.336 eV
Orbital gap (alpha / beta) ... 0.118 / 0.285 hartree
Expectation value of S² ... 8.7645
E_HOMO (alpha / beta) ... -2.6356 / -8.9932 eV
Energy above the lowest of the compared OMol25 structures with the same formula, charge and spin ... 0.000 eV

These are the Mulliken partial charges, in e, on atoms 1 to 5:
1 Ru -0.13
2 S 0.68
3 P -0.24
4 C -0.88
5 C -0.94



Computed, not measured: an isolated molecule of C7H14S in a non-equilibrium geometry, with ωB97M-V/def2-TZVPD.

```
! wB97M-V def2-TZVPD RIJCOSX def2/J DEFGRID3
* xyz 0 3
S -2.56 0.28 0.31
C 0.90 1.73 -0.84
C 0.11 1.16 0.04
C -0.45 -1.42 0.50
C -0.90 -0.39 -1.76
C 1.01 -1.81 0.31
C -0.01 1.63 1.46
C -0.86 -0.16 -0.25
H 1.50 2.58 -0.54
H 0.07 -0.71 -2.12
H -1.09 -2.22 0.14
H -1.64 -1.15 -2.01
H -2.70 1.33 -0.49
H -0.90 2.24 1.59
H -0.09 0.78 2.13
H 1.25 -1.95 -0.74
H 1.02 1.42 -1.86
H 1.68 -1.06 0.72
H -1.17 0.54 -2.28
H 0.86 2.22 1.75
H 1.20 -2.75 0.83
H -0.65 -1.29 1.56
*
```

Calculated values
E_tot ... -18315.055 eV
Orbital gap (alpha / beta) ... 0.154 / 0.181 hartree
Expectation value of S² ... 2.0133
E_HOMO (alpha / beta) ... -3.4506 / -8.4802 eV
Energy above the lowest of the compared OMol25 structures with the same formula, charge and spin ... 1.499 eV

These are the Mulliken partial charges, in e, on atoms 1 to 5:
1 S -0.16
2 C -1.21
3 C 0.51
4 C -0.90
5 C -2.01



Computed, not measured: C7H15BO7S as an isolated structure, with ωB97M-V/def2-TZVPD.

```
! wB97M-V def2-TZVPD RIJCOSX def2/J DEFGRID3
* xyz 0 1
S 1.51 -0.97 2.76
O 1.75 -1.26 1.22
O 0.89 -1.74 -1.44
O 1.19 0.59 2.59
O -1.25 1.78 0.59
O 0.32 -1.61 3.22
O 2.74 -1.15 3.45
O 0.35 3.30 1.53
C 0.85 -0.38 0.50
C 0.35 -1.85 -2.75
C -1.07 -2.44 -2.75
C -0.63 4.29 1.85
C -1.87 -2.11 -1.49
C 1.13 -0.44 -0.98
C 1.13 0.96 1.16
B 0.00 2.08 1.10
H -1.34 3.90 2.57
H -1.35 -2.45 -0.59
H -2.83 -2.61 -1.52
H -1.59 -2.04 -3.62
H -2.06 -1.04 -1.41
H -1.94 1.58 1.22
H 0.47 0.29 -1.47
H 1.02 -2.50 -3.32
H -0.11 5.14 2.28
H 2.17 -0.14 -1.16
H -0.18 -0.69 0.70
H -1.16 4.61 0.95
H 2.14 1.31 0.91
H -1.01 -3.53 -2.87
H 0.35 -0.87 -3.24
*
```

Calculated values
E_tot ... -33347.308 eV
Orbital gap ... 0.381 hartree
E_HOMO ... -10.1709 eV

These are the Mulliken partial charges, in e, on atoms 1 to 5:
1 S 1.15
2 O -0.45
3 O -0.28
4 O -0.32
5 O -0.49